Record 1
Molecular formula: C5H12
Method: DFT, ωB97M-V/def2-TZVPD

CARTESIAN COORDINATES (ANGSTROEM)
H (0.421641, -1.495772, -0.187198)
H (0.910682, -0.372500, -1.535813)
C (-1.871084, -0.423904, -1.402700)
H (1.776922, 0.523578, 2.601934)
C (0.475277, -0.433881, -0.508319)
C (-0.896249, 0.169047, -0.398792)
H (2.514725, -0.241008, 0.386321)
C (1.484092, 0.259502, 0.426825)
H (0.369788, -0.543558, 2.115085)
H (1.630547, 1.295904, 0.010969)
H (-2.786899, 0.083282, -1.489032)
H (0.182356, 1.370896, 1.829146)
H (-0.843014, 1.273038, -0.538594)
H (-1.278760, -0.006805, 0.621200)
H (-1.965636, -1.533867, -1.215522)
H (-1.413556, -0.331287, -2.369939)
C (0.888166, 0.425584, 1.844893)

Force components x, y, z for each atom (eV/Å):
0.01 0.32 -0.45
-0.64 -0.25 0.54
1.60 -1.67 0.17
-1.88 0.25 -1.19
1.38 -0.43 0.16
-0.79 0.69 0.20
-1.54 0.52 0.26
0.53 0.81 -0.46
0.19 1.29 -0.07
0.13 -0.84 0.34
-1.42 0.41 0.35
1.36 -2.15 0.53
0.01 -0.54 0.10
0.10 0.20 -0.36
-0.32 1.16 -0.17
0.24 -0.08 -0.73
1.02 0.31 0.78

Output
- Calculated total energy: -197.6800 Ha
- Highest occupied orbital energy: -11.02 eV
- Gap between HOMO and LUMO: 12.3 eV
- LUMO level: 1.2 eV

Record 2
Molecular formula: CHF2IO
Method: DFT, ωB97M-V/def2-TZVPD

CARTESIAN COORDINATES (ANGSTROEM)
H (1.055652, 1.521335, -1.305599)
F (0.256221, 0.948720, -1.212866)
I (3.455823, 0.277866, -0.084917)
F (1.535156, -1.817736, -0.219910)
C (2.108994, -1.250074, 0.783785)
O (1.946147, -1.520196, 1.893945)

Force components x, y, z for each atom (eV/Å):
-2.31 -1.73 0.30
2.25 1.70 -0.28
-0.48 -0.65 0.65
-0.75 -0.75 -1.12
1.28 1.52 -0.91
0.01 -0.08 1.36

Output
- Calculated total energy: -611.3608 Ha
- Highest occupied orbital energy: -10.59 eV
- Gap between HOMO and LUMO: 10.1 eV
- LUMO level: -0.5 eV

Record 3
Molecular formula: C7H3ClN3O2
Method: DFT, ωB97M-V/def2-TZVPD

CARTESIAN COORDINATES (ANGSTROEM)
C (0.358737, 1.045630, -1.256241)
H (-0.880013, -1.906721, -0.720970)
O (-2.488127, 0.652880, -2.534358)
N (1.235828, 4.336414, -2.526458)
C (-1.901414, -0.307372, -2.766430)
C (0.121411, -0.761298, 0.829177)
C (0.976282, 3.173030, -2.378615)
Cl (0.553139, 1.140950, -4.164869)
N (-0.100659, -0.210017, -1.451760)
H (0.783496, 2.312092, 0.521347)
C (-0.255402, -1.109206, -0.459114)
N (0.449556, 0.499591, 1.098497)
H (0.076003, -1.411079, 1.642030)
O (-1.602126, -1.361179, -3.207798)
C (0.787943, 1.813459, -2.355598)
C (0.528368, 1.422978, 0.101449)

Force components x, y, z for each atom (eV/Å):
0.95 -0.70 -0.19
-0.29 -1.65 -0.26
-0.53 1.64 0.71
-0.98 -3.68 0.74
0.62 -2.83 -1.62
-0.31 0.54 -1.45
1.33 4.33 -0.81
0.20 0.65 2.34
-0.44 -0.43 0.38
0.58 2.95 0.20
0.62 3.15 -0.13
0.33 1.46 -1.21
-0.09 -1.14 1.20
-0.53 0.66 0.30
-0.89 -0.94 -1.56
-0.57 -4.02 1.34

Output
- Calculated total energy: -1043.5297 Ha
- Highest occupied orbital energy: -3.67 eV
- Gap between HOMO and LUMO: 7.1 eV
- LUMO level: 3.4 eV
- Net charge: -1

Record 4
Molecular formula: C3H5NS
Method: DFT, ωB97M-V/def2-TZVPD

CARTESIAN COORDINATES (ANGSTROEM)
H (0.890547, -1.775235, -0.916365)
C (0.127345, 0.108873, 0.137475)
C (0.798506, -0.729619, -0.957545)
S (0.125903, 0.230676, 1.766718)
H (-1.385462, 1.164129, -0.526537)
H (1.696616, -0.103575, -1.516222)
H (-0.931478, -1.321099, -1.783670)
H (-0.278829, 0.177424, -2.863312)
C (-0.430733, -0.300802, -1.801853)
N (-0.710934, 0.528121, -0.704264)

Force components x, y, z for each atom (eV/Å):
0.82 -1.11 0.57
3.06 -2.65 2.89
2.79 3.38 -2.47
0.45 0.16 0.12
-2.91 2.28 0.50
-1.65 -2.02 2.07
-0.78 1.71 -0.72
-0.46 -1.00 2.15
0.58 -1.93 -2.26
-1.91 1.19 -2.85

Output
- Calculated total energy: -570.1732 Ha
- Highest occupied orbital energy: -8.29 eV
- Gap between HOMO and LUMO: 9.0 eV
- LUMO level: 0.7 eV

Record 5
Molecular formula: C5H10N2S
Method: DFT, ωB97M-V/def2-TZVPD

CARTESIAN COORDINATES (ANGSTROEM)
H (-0.908497, -2.324646, -0.448584)
H (1.158488, -1.123194, -0.644443)
H (0.127091, 0.666348, -2.661365)
C (0.049197, 1.244660, -1.757852)
H (-1.828836, -1.963112, 1.129052)
C (1.047273, 0.980793, -0.583534)
H (-0.977120, 1.097820, -1.486730)
S (0.742111, 2.180943, 0.733112)
C (-0.846030, -1.949692, 0.610703)
C (0.979814, -0.356639, 0.033559)
H (2.007758, 1.250354, -0.965899)
H (-0.206979, -2.722297, 1.070898)
H (0.146258, 2.384367, -1.907719)
C (-0.823382, 0.288991, 1.531497)
H (1.668734, -0.525011, 0.824704)
N (-0.409446, 1.473365, 1.723116)
H (-1.572528, -0.046459, 2.231913)
N (-0.353907, -0.556593, 0.567573)

Force components x, y, z for each atom (eV/Å):
-0.48 0.45 0.88
0.18 -1.40 -1.58
0.86 -0.17 -0.48
0.34 2.13 0.89
0.59 -0.09 -0.62
-1.19 1.20 -1.05
-0.58 -0.07 0.70
0.27 0.52 0.20
-0.21 -0.03 -1.08
-1.11 0.00 0.94
0.95 -0.12 -0.03
0.22 0.69 0.42
-0.19 -1.84 -0.44
0.73 0.49 0.01
1.06 0.27 0.77
-0.09 0.47 0.17
-0.30 -0.46 -0.12
-1.06 -2.03 0.43

Output
- Calculated total energy: -704.1735 Ha
- Highest occupied orbital energy: -7.62 eV
- Gap between HOMO and LUMO: 8.4 eV
- LUMO level: 0.8 eV

Record 6
Molecular formula: C4H9N3
Method: DFT, ωB97M-V/def2-TZVPD

CARTESIAN COORDINATES (ANGSTROEM)
C (0.920067, 0.301472, 0.339614)
N (-0.858534, -0.289054, -0.303701)
N (-2.928226, 0.620522, -0.525280)
C (-0.939616, -1.647346, -0.641661)
C (1.742573, -0.527364, 0.893585)
H (2.081977, 2.047399, -0.043975)
H (0.733317, 2.259223, 1.045200)
N (-1.678004, 0.640412, -0.312337)
H (1.505318, -1.646524, 0.750698)
H (0.298086, 2.075501, -0.619587)
H (2.565286, -0.052367, 1.456123)
H (-3.438000, 1.603594, -0.636976)
H (-0.043375, -1.976400, -1.123389)
C (1.039062, 1.743342, 0.183507)
H (-1.857148, -1.841153, -1.170372)
H (-1.153028, -2.279567, 0.133963)

Force components x, y, z for each atom (eV/Å):
-3.39 0.02 -1.30
4.31 0.89 1.53
-0.94 -0.57 -0.92
-0.94 0.06 -1.23
-0.49 -2.63 -0.14
-0.70 -0.30 -0.11
-0.48 0.70 1.33
-1.18 3.95 0.04
0.86 1.80 0.92
1.14 -0.27 0.83
-0.13 -0.92 -0.52
2.48 -2.09 0.84
0.33 -0.15 -0.62
-0.78 0.65 -2.20
-0.21 0.35 -1.30
0.12 -1.50 2.85

Output
- Calculated total energy: -321.8694 Ha
- Highest occupied orbital energy: -7.92 eV
- Gap between HOMO and LUMO: 8.6 eV
- LUMO level: 0.7 eV

Record 7
Molecular formula: C6H7NO2S
Method: DFT, ωB97M-V/def2-TZVPD

CARTESIAN COORDINATES (ANGSTROEM)
C (1.733452, -1.639242, 0.359126)
H (-0.783456, -1.985223, -2.059840)
H (2.807194, -2.327240, 1.299501)
H (-2.333251, 1.977986, 2.100877)
C (0.712385, -0.489012, 0.306979)
O (2.491944, -1.588269, 1.404403)
O (1.761015, -2.482702, -0.458362)
C (-0.856182, 1.210406, 0.838586)
N (-0.967474, 0.845407, -0.451387)
C (-0.110822, -0.178958, -0.693113)
H (-0.996188, 2.975543, 1.608567)
S (0.349243, 0.442671, 1.732861)
H (-0.649425, -0.223529, -2.949316)
C (-0.070240, -0.843113, -2.121213)
C (-1.678165, 2.334552, 1.355472)
H (-2.229672, 2.826327, 0.314672)
H (0.819642, -0.855604, -2.587814)

Force components x, y, z for each atom (eV/Å):
-4.33 4.48 -1.09
2.80 3.47 -0.31
6.84 -12.73 -0.31
-0.93 0.20 0.87
2.26 -1.94 1.83
-4.13 11.41 2.84
0.55 -2.13 -1.59
-1.00 0.04 -2.68
-0.16 0.11 2.08
-0.13 -0.30 -3.57
3.28 4.32 2.29
0.29 -0.50 -0.46
0.50 -0.88 2.27
-7.01 -0.73 1.00
-3.56 -2.13 -5.69
1.22 -1.57 3.33
3.51 -1.12 -0.81

Output
- Calculated total energy: -836.1578 Ha
- Highest occupied orbital energy: -9.32 eV
- Gap between HOMO and LUMO: 9.9 eV
- LUMO level: 0.6 eV

Record 8
Molecular formula: C4H9NO
Method: DFT, ωB97M-V/def2-TZVPD

CARTESIAN COORDINATES (ANGSTROEM)
C (-1.548030, -0.180519, 0.013254)
C (0.620671, -0.139606, -0.596647)
H (2.822652, -0.103225, -0.666559)
O (-0.346595, 1.319823, 1.236470)
H (0.532039, -0.352878, -1.668322)
H (-0.628206, 1.603951, -0.816979)
C (-0.485834, 0.835188, -0.029358)
H (-1.984535, -0.483872, -0.951072)
H (1.460934, -1.995159, -0.274968)
H (-1.596489, 1.121847, 1.532975)
N (1.145479, -1.192993, 0.269027)
H (2.032530, 0.672560, 0.825660)
C (1.961792, -0.016348, -0.011366)
H (-2.413161, 0.587875, 1.101464)
H (-1.301982, -1.005830, 0.680036)

Force components x, y, z for each atom (eV/Å):
-2.20 0.83 1.46
0.42 0.88 0.05
0.01 -0.06 0.15
-2.28 -0.13 0.87
-0.01 0.19 0.41
-0.05 -0.21 0.33
0.11 -1.09 -0.78
-0.42 0.18 0.61
-0.14 0.24 0.05
3.75 0.77 -0.52
-0.15 -0.14 0.09
0.18 -0.14 -0.09
0.42 0.24 -0.07
0.36 -1.62 -2.33
0.01 0.06 -0.21

Output
- Calculated total energy: -287.6165 Ha
- Highest occupied orbital energy: -9.57 eV
- Gap between HOMO and LUMO: 10.0 eV
- LUMO level: 0.4 eV

Record 9
Molecular formula: C20H25FeN3O5Se2
Method: DFT, ωB97M-V/def2-TZVPD

CARTESIAN COORDINATES (ANGSTROEM)
C (0.747734, 3.444414, 2.636132)
H (1.884897, 2.071580, -3.829893)
C (-1.561852, 3.693393, 2.070235)
H (2.985959, -2.757855, 2.474467)
H (-0.238106, -3.221708, -3.826153)
N (-2.291442, 0.865207, -0.131199)
C (-2.373426, -0.912175, -1.687775)
H (0.375769, -2.129986, 3.586230)
H (-0.816116, -0.879996, 3.993559)
H (-2.521048, 4.190336, 2.112295)
H (0.727401, -4.065386, 2.325174)
C (2.332788, 0.812470, -0.648766)
H (-2.719770, -3.251553, -4.085016)
H (2.062387, 0.379934, -3.295939)
H (1.678869, 1.710583, 1.730937)
C (2.630530, -2.141787, 1.650104)
C (1.752022, 1.797500, -1.688935)
Se (-1.161289, -1.600846, 1.637416)
H (0.397193, -5.118348, 0.960991)
O (-3.713956, 2.580589, 0.571975)
C (0.436116, -4.074569, 1.275262)
C (2.100648, 3.228851, -1.319397)
N (-0.299668, 1.874215, 1.196452)
H (3.154713, 3.284595, -1.053958)
H (0.012292, 1.439536, -2.585041)
C (-0.298398, -1.724578, -2.299374)
H (-0.491895, 5.041051, 3.356758)
H (-1.246548, -3.477293, 0.034056)
H (1.499949, 3.551645, -0.468181)
O (-4.369432, 0.102283, -0.888931)
C (-0.869750, -2.577480, -3.230473)
H (3.381889, 1.526482, -3.048200)
H (1.645512, 3.771161, 3.141766)
H (-1.681189, -4.004789, 1.659487)
C (-1.451128, 2.552633, 1.302728)
H (1.899642, 3.903216, -2.154314)
H (1.891073, -1.415570, 1.972040)
O (1.483064, 0.026030, -0.118181)
Fe (-0.423727, 0.384678, -0.135210)
C (0.780629, 2.304062, 1.850863)
N (-1.040348, -0.914936, -1.542838)
C (-0.665813, -1.834178, 3.494557)
O (3.536481, 0.849337, -0.423126)
C (-3.160191, 0.096065, -0.843979)
H (-4.093739, -1.692679, -2.644439)
O (0.299749, 1.669976, -1.696379)
C (-3.015366, -1.741526, -2.583875)
H (3.456525, -1.601343, 1.193384)
H (-1.321569, -2.583070, 3.931402)
H (0.768063, -1.686043, -2.123728)
Se (1.885063, -3.265677, 0.256605)
C (-0.440009, 4.148910, 2.746135)
C (-2.654191, 1.997152, 0.536919)
C (2.299014, 1.419737, -3.054983)
C (-2.248483, -2.590526, -3.369037)
C (-0.937523, -3.453723, 1.079393)

Force components x, y, z for each atom (eV/Å):
0.06 -0.04 -0.01
0.02 0.00 0.01
0.01 0.10 0.07
0.00 -0.01 -0.03
0.00 0.01 0.00
-0.34 0.20 -0.12
-0.14 0.17 0.12
0.00 0.00 0.04
-0.02 0.00 0.00
0.01 0.01 0.01
0.01 -0.03 0.00
-0.15 0.13 -0.07
0.00 0.01 0.01
0.00 0.01 0.00
0.00 0.01 -0.02
0.00 0.02 -0.01
0.19 0.07 -0.06
-0.23 0.30 -0.28
-0.04 -0.02 0.04
-0.07 -0.03 0.01
-0.02 0.03 -0.04
-0.09 0.04 -0.03
0.06 -0.11 -0.10
0.00 0.00 -0.02
-0.09 -0.06 0.03
-0.04 -0.04 0.00
0.00 0.01 -0.02
0.04 0.03 -0.02
0.04 0.01 0.00
-0.04 0.07 -0.01
0.07 0.01 0.03
0.00 -0.01 0.00
-0.01 -0.01 0.02
-0.01 -0.05 -0.06
-0.15 -0.14 -0.09
-0.02 -0.01 0.01
-0.01 0.04 -0.03
0.27 -0.45 0.31
0.45 -0.06 -0.28
-0.09 -0.02 0.07
0.15 0.05 0.14
0.17 0.08 -0.04
-0.06 -0.02 -0.05
0.15 -0.26 -0.18
0.01 0.00 -0.01
-0.21 -0.04 0.39
-0.04 -0.12 -0.10
-0.01 0.02 0.01
0.00 0.00 0.03
0.02 -0.01 0.04
0.05 -0.06 0.00
-0.09 0.03 0.01
0.26 0.13 0.18
-0.06 -0.01 -0.04
-0.09 0.02 0.02
0.06 -0.03 0.08

Output
- Calculated total energy: -7384.2478 Ha
- Highest occupied orbital energy: -8.13 eV
- Gap between HOMO and LUMO: 8.0 eV
- LUMO level: -0.1 eV

Record 10
Molecular formula: C24H25N8O4SbSe4Ti
Method: DFT, ωB97M-V/def2-TZVPD

CARTESIAN COORDINATES (ANGSTROEM)
C (-1.004579, -6.874712, -1.644520)
C (-0.275232, 0.930203, -1.379563)
C (-0.413066, 2.959192, -0.130581)
O (-1.457110, -8.132851, -1.462995)
C (0.755028, -1.729774, 3.690879)
C (0.277317, -2.735327, 2.654610)
N (1.876052, -1.320130, -0.253780)
H (4.992897, -0.019115, 0.039423)
C (3.812316, -0.593605, 1.730914)
N (0.503267, -2.174448, 1.323598)
N (-0.796905, 0.224862, -0.358212)
C (0.227780, 8.795437, 0.709688)
H (-1.319002, 2.697502, 1.822593)
H (2.516595, -0.500784, 3.979444)
C (-0.054248, 2.280776, -1.300769)
C (1.649867, -1.575649, 1.102113)
C (-0.824214, -3.553249, -1.992048)
C (-0.164817, 4.394976, -0.054991)
H (-3.668017, -7.127693, -3.112603)
C (-1.181840, 0.873330, 0.749479)
C (2.223540, -1.416023, 3.462449)
O (-0.990072, -2.313440, -2.301215)
O (0.099457, -6.578174, -1.296049)
N (2.524803, -1.231852, 2.035104)
H (2.859972, -2.223180, 3.832491)
H (-2.366193, -8.243642, -1.761648)
H (-1.326355, 4.966796, 1.639187)
C (-1.757669, -4.537887, -2.544489)
H (0.624603, -2.116423, 4.700541)
C (4.167452, -0.694856, 0.258829)
H (4.498413, -1.707265, 0.015806)
H (4.571116, -1.069036, 2.353615)
H (-0.782100, -2.950848, 2.760155)
Se (-3.241074, -0.066088, -3.102535)
C (2.941128, -0.360011, -0.573572)
N (0.582142, 5.028890, -0.918240)
C (-0.994186, 2.230816, 0.903370)
Se (-2.670068, -2.564563, 0.517801)
H (3.744687, 0.454642, 2.036280)
C (-0.208598, 6.483346, 0.648391)
H (-4.452740, -4.875601, -3.926943)
H (1.980289, -2.203806, -0.750086)
Se (-5.975772, -2.836076, -1.577386)
Sb (-4.434927, -1.102373, -1.234267)
H (2.573742, 0.646554, -0.360204)
C (-3.115048, -6.213589, -2.970234)
H (3.139472, -0.420058, -1.641262)
H (1.499009, 9.556619, -0.847148)
H (-1.018331, 7.813410, 2.161814)
H (-1.653621, 0.273816, 1.516660)
C (1.213377, 7.457367, -1.062158)
N (-0.665980, 5.213592, 0.923563)
C (-1.916746, -5.937867, -2.349567)
O (0.030354, -3.768801, -1.086825)
H (1.821234, 7.355646, -1.950489)
C (-0.404348, 7.710561, 1.277272)
H (-0.045486, 0.367888, -2.276558)
H (0.822713, -3.679260, 2.742344)
H (0.369877, 2.829644, -2.128614)
N (-3.566324, -5.050450, -3.477282)
H (0.107155, 9.771196, 1.160539)
H (0.157065, -0.819318, 3.607986)
Se (-4.587672, 0.914608, 0.007079)
C (1.026731, 8.671729, -0.442907)
C (0.579337, 6.343582, -0.504370)
N (-2.772958, -4.028681, -3.230191)
Ti (-0.663487, -1.900478, -0.359713)

Force components x, y, z for each atom (eV/Å):
0.14 -0.07 -0.33
0.08 0.01 -0.02
-0.01 -0.04 0.01
-0.03 0.00 0.09
0.01 0.01 0.01
-0.02 0.09 0.05
-0.09 -0.06 -0.20
-0.01 0.02 0.01
-0.01 0.04 0.00
-0.25 -0.10 -0.32
0.03 -0.32 -0.01
-0.02 -0.01 0.03
0.01 0.00 0.00
-0.01 0.00 0.01
-0.10 -0.01 -0.01
-0.03 -0.30 0.15
0.26 0.14 -0.16
0.02 0.08 -0.02
0.00 -0.01 0.01
0.01 0.02 -0.02
0.00 0.01 0.00
0.12 0.32 0.23
-0.04 0.03 0.06
0.04 0.13 -0.14
-0.01 0.00 0.00
-0.01 0.02 0.04
-0.01 0.00 -0.01
0.04 -0.09 -0.05
0.00 -0.01 0.00
-0.01 -0.02 0.00
0.01 0.00 0.00
0.00 -0.01 -0.01
0.00 0.01 0.01
0.04 0.02 0.09
0.00 -0.01 -0.02
0.01 -0.07 0.00
-0.02 0.03 -0.04
0.67 0.48 -0.20
0.02 0.00 0.01
0.04 0.01 -0.07
0.02 0.01 -0.01
0.05 0.00 0.03
-0.08 -0.12 -0.02
-0.10 -0.17 -0.03
0.01 0.00 0.01
0.06 -0.02 -0.04
-0.01 0.00 0.00
0.00 0.00 0.00
0.00 0.00 0.00
0.01 0.02 0.01
0.00 0.02 0.01
-0.01 -0.05 0.03
-0.07 0.07 0.16
-0.16 0.17 0.27
0.00 0.00 0.00
0.00 0.02 0.01
0.05 0.02 0.01
0.00 0.00 0.00
0.00 0.00 0.00
-0.04 -0.02 -0.01
0.00 0.00 0.00
0.00 0.00 -0.01
0.03 0.16 0.05
0.02 -0.01 -0.03
-0.04 0.04 0.06
0.00 0.06 0.04
-0.63 -0.53 0.31

Output
- Calculated total energy: -12363.9991 Ha
- Highest occupied orbital energy (alpha / beta): -10.33 / -10.27 eV
- ⟨S²⟩: 0.760
- Gap between HOMO and LUMO (alpha / beta): 6.4 / 6.0 eV
- Multiplicity: 2
- LUMO level (alpha / beta): -3.9 / -4.3 eV
- Net charge: +1

Q: Which value of calculated total energy does entry 4 give?
A: -570.1732 Ha